Entry from the OMol25 dataset: C24H30BeN3OSSb2 as an isolated structure (ωB97M-V/def2-TZVPD).

Atoms and positions in Å:
Be (0.2650, 0.5896, -0.5946)
N (2.6047, -2.1132, -1.6192)
C (3.6661, -1.3479, -1.1454)
C (5.0424, -1.5316, -1.1954)
C (5.8126, -0.5519, -0.6036)
C (5.2376, 0.5703, 0.0167)
C (3.8713, 0.7471, 0.0643)
C (3.0845, -0.2346, -0.5322)
N (1.7065, -0.3490, -0.6315)
C (1.4726, -1.4724, -1.2829)
C (0.0768, -1.7696, -1.5540)
C (-0.5854, -2.8154, -2.1054)
S (-2.2625, -2.4875, -2.1100)
C (-1.9876, -0.9780, -1.3822)
N (-0.7333, -0.7295, -1.1421)
H (2.6738, -2.9750, -2.1340)
H (5.4911, -2.3924, -1.6710)
H (6.8892, -0.6486, -0.6171)
H (5.8864, 1.3094, 0.4650)
H (3.4235, 1.6100, 0.5383)
H (-0.1901, -3.7360, -2.4997)
H (-2.7819, -0.2870, -1.1455)
C (-1.2373, -3.9537, 2.9484)
Sb (-0.2834, -2.3170, 1.9446)
C (1.5661, -3.3680, 1.6068)
C (0.4710, -1.3651, 3.7452)
C (-0.6191, -0.6802, 4.5025)
C (-1.4199, -1.4507, 5.3496)
C (-2.4931, -0.9129, 6.0367)
C (-2.7885, 0.4336, 5.8892)
C (-1.9885, 1.2138, 5.0741)
C (-0.8974, 0.6854, 4.3795)
C (-0.0685, 1.6376, 3.5672)
Sb (-0.4679, 1.7740, 1.4467)
C (-2.5707, 2.0367, 1.5745)
C (0.1294, 3.8096, 1.2876)
H (-0.5644, -4.3547, 3.7054)
H (-1.4726, -4.7353, 2.2277)
H (-2.1607, -3.6207, 3.4167)
H (1.7600, -4.0163, 2.4602)
H (2.3842, -2.6537, 1.5122)
H (1.5219, -3.9788, 0.7066)
H (1.2745, -0.6945, 3.4365)
H (0.9096, -2.1744, 4.3294)
H (-1.1802, -2.4995, 5.4754)
H (-3.0863, -1.5368, 6.6917)
H (-3.6206, 0.8776, 6.4185)
H (-2.1976, 2.2735, 4.9836)
H (1.0013, 1.4550, 3.6834)
H (-0.2701, 2.6554, 3.8998)
H (-2.7724, 2.8861, 2.2248)
H (-3.0427, 1.1471, 1.9866)
H (-2.9518, 2.2457, 0.5771)
H (-0.3524, 4.3688, 2.0880)
H (-0.1809, 4.2026, 0.3228)
H (1.2097, 3.9010, 1.3887)
C (1.0115, 2.6204, -2.6571)
C (0.0444, 1.9537, -1.7123)
O (-1.1202, 2.3607, -1.6759)
H (0.5048, 3.3144, -3.3282)
H (1.5890, 1.8873, -3.2244)
H (1.7307, 3.1742, -2.0431)

Cartesian forces (eV/Å) of the 6 atoms listed first:
Be 0.186 0.273 -0.094
N -0.016 -0.011 0.021
C -0.009 0.025 0.042
C 0.013 -0.003 0.001
C -0.002 0.009 -0.001
C -0.010 -0.008 -0.010

Energy   -2065.33224 Eh
Gap between HOMO and LUMO   7.0 eV
Net charge   +1

These are the natural (NBO) partial charges, in e, on atoms 1 to 2: number 1, Be, carries 1.445; number 2, N, carries -0.523


Entry from the OMol25 dataset: C24H30Cl2F5N7OSe3SiY as an isolated structure (ωB97M-V/def2-TZVPD).

Atoms and positions in Å:
Y (-0.1573, 0.9808, -0.0988)
Se (-0.7124, 4.4428, 1.7478)
Se (-2.5693, 3.1555, 1.1681)
C (-2.2030, 1.7507, 2.4428)
C (-2.9911, 1.5867, 3.5662)
C (-2.6199, 0.6132, 4.4854)
C (-1.4684, -0.1208, 4.2564)
C (-0.7450, 0.1116, 3.0981)
N (-1.1248, 1.0107, 2.1869)
C (0.1240, 4.5508, 0.0292)
C (0.7370, 5.7534, -0.2799)
C (1.3880, 5.8713, -1.4947)
C (1.3487, 4.8013, -2.3738)
C (0.6933, 3.6531, -1.9815)
N (0.1146, 3.4976, -0.7819)
H (-3.8493, 2.2243, 3.7259)
H (-3.2081, 0.4578, 5.3804)
H (-1.1222, -0.8606, 4.9645)
H (0.1686, -0.4195, 2.8773)
H (0.6925, 6.5788, 0.4172)
H (1.8909, 6.7922, -1.7579)
H (1.8123, 4.8525, -3.3487)
H (0.6324, 2.8121, -2.6594)
C (-4.2182, -1.8455, 1.0447)
N (-3.4339, -2.2564, -0.1092)
C (-3.7968, -3.5089, -0.7641)
C (-2.4331, -1.4565, -0.5446)
N (-2.2704, -0.2294, -0.1708)
N (-1.5445, -2.0809, -1.4053)
C (-0.5788, -1.5077, -2.2114)
N (0.0876, -2.4178, -2.9710)
N (-0.3898, -0.2369, -2.2705)
H (-4.6694, -2.7285, 1.4898)
H (-5.0177, -1.1496, 0.7742)
H (-3.5730, -1.3799, 1.7914)
H (-3.2560, -4.3624, -0.3452)
H (-3.6171, -3.4507, -1.8358)
H (-4.8615, -3.6806, -0.6254)
H (-3.0896, 0.1069, 0.3196)
H (-1.4906, -3.0799, -1.3026)
H (0.0019, -3.4014, -2.7810)
H (0.9583, -2.1313, -3.3864)
H (0.3148, -0.0146, -2.9682)
C (-0.0982, -3.4827, 1.2585)
Si (1.2901, -2.2188, 1.0017)
C (2.1518, -1.9392, 2.6483)
C (2.5466, -2.9699, -0.1717)
O (0.6715, -0.8448, 0.4093)
H (0.1941, -4.2275, 2.0038)
H (-0.3302, -4.0355, 0.3415)
H (-1.0140, -2.9990, 1.6154)
H (3.0141, -2.6021, 2.7536)
H (1.5067, -2.1259, 3.5121)
H (2.5153, -0.9085, 2.7134)
H (3.0468, -3.8240, 0.2929)
H (3.3183, -2.2372, -0.4227)
H (2.0951, -3.3181, -1.1046)
Cl (-0.8512, 2.0266, -4.9455)
C (-2.4619, 1.9228, -4.2146)
Cl (-2.4845, 2.4191, -2.5116)
H (-2.7792, 0.8891, -4.2679)
H (-3.1296, 2.5725, -4.7655)
F (6.0704, -0.9798, -1.8608)
C (5.1980, -0.3133, -1.1086)
C (3.9899, 0.0935, -1.6353)
F (3.6639, -0.1923, -2.9047)
C (3.1022, 0.7666, -0.8266)
F (1.9084, 1.1312, -1.4111)
C (3.3235, 1.0733, 0.5018)
Se (2.0669, 2.0089, 1.5622)
C (4.5515, 0.6374, 1.0017)
F (4.8663, 0.8698, 2.2740)
C (5.4729, -0.0385, 0.2214)
F (6.6302, -0.4379, 0.7420)

Cartesian forces (eV/Å) of the 6 atoms listed first:
Y 0.121 -0.077 0.131
Se -0.084 0.047 0.056
Se -0.059 -0.061 0.078
C 0.073 0.040 -0.124
C -0.051 0.046 0.018
C 0.009 -0.008 -0.006

Energy   -10342.99514 Eh
Gap between HOMO and LUMO   6.3 eV
Net charge   +1

These are the Löwdin partial charges, in e, on atoms 1 to 2: number 1, Y, carries 1.210; number 2, Se, carries 0.720


Entry from the OMol25 dataset: C24H30ClN4O4PS2W as an isolated structure at a distorted geometry (ωB97M-V/def2-TZVPD).

Atoms and positions in Å:
W (-0.3483, -0.3351, 0.3492)
C (-1.3869, 2.7859, 1.2851)
N (-0.4316, 1.7222, 1.6236)
C (0.9268, 2.2346, 1.3300)
C (1.9368, 1.1734, 1.6216)
C (3.1760, 1.4493, 2.1594)
C (4.0239, 0.4017, 2.4863)
C (3.5694, -0.8919, 2.2817)
C (2.3195, -1.0926, 1.7378)
N (1.5040, -0.0804, 1.3743)
C (-0.5482, 1.3142, 3.0469)
C (-0.9356, -0.1322, 3.2770)
C (-1.2760, -0.5370, 4.5539)
C (-1.6545, -1.8482, 4.7890)
C (-1.7329, -2.7094, 3.7038)
C (-1.4048, -2.2376, 2.4539)
N (-0.9697, -0.9811, 2.2273)
C (-1.5689, 2.8755, -0.2013)
C (-1.8839, 4.0681, -0.8337)
C (-2.0842, 4.0601, -2.2051)
C (-1.9773, 2.8604, -2.8914)
C (-1.6513, 1.7191, -2.1796)
N (-1.4418, 1.7298, -0.8647)
H (-1.0526, 3.7487, 1.6869)
H (-2.3521, 2.5483, 1.7286)
H (1.1429, 3.1332, 1.9220)
H (0.9654, 2.5049, 0.2718)
H (3.4651, 2.4768, 2.3330)
H (5.0022, 0.5929, 2.9043)
H (4.1801, -1.7444, 2.5409)
H (1.9495, -2.0911, 1.5584)
H (-1.2986, 1.9303, 3.5458)
H (0.3997, 1.4973, 3.5588)
H (-1.2529, 0.1813, 5.3633)
H (-1.9033, -2.1808, 5.7868)
H (-2.0577, -3.7325, 3.8249)
H (-1.4864, -2.8658, 1.5777)
H (-1.9755, 4.9827, -0.2630)
H (-2.3256, 4.9751, -2.7290)
H (-2.1398, 2.8076, -3.9580)
H (-1.5672, 0.7572, -2.6699)
C (4.1845, -1.4167, -3.4663)
C (4.1266, -1.4903, -1.9545)
O (2.9371, -2.1342, -1.4403)
P (1.4522, -1.7141, -1.7829)
S (0.3515, -2.6741, -0.3851)
S (1.1990, 0.2892, -1.6957)
O (1.2893, -2.2670, -3.2574)
C (0.2121, -1.9462, -4.1741)
C (-1.1078, -2.5346, -3.7420)
H (5.1686, -1.0559, -3.7650)
H (3.4341, -0.7269, -3.8511)
H (4.0171, -2.3985, -3.9060)
H (4.1834, -0.4890, -1.5201)
H (4.9388, -2.0996, -1.5629)
H (0.5392, -2.3629, -5.1249)
H (0.1576, -0.8583, -4.2650)
H (-1.0159, -3.6121, -3.6030)
H (-1.8730, -2.3385, -4.4914)
H (-1.4329, -2.0952, -2.8056)
Cl (-3.4877, 0.3038, 1.3614)
C (-4.2765, -0.1808, -0.1438)
C (-3.2870, -0.8809, -1.1051)
O (-3.7647, -1.3683, -2.1061)
O (-2.0364, -0.8725, -0.7853)
H (-4.6695, 0.7071, -0.6336)
H (-5.0930, -0.8540, 0.0977)

Cartesian forces (eV/Å) of the 6 atoms listed first:
W -0.882 1.240 -2.950
C -0.262 -0.023 -0.198
N 0.713 -0.770 -0.041
C 0.151 0.194 0.028
C -0.344 -0.006 -0.051
C 0.092 -0.017 0.057

2S+1   2
Energy   -3117.50389 Eh
<S²>   0.759
Gap between HOMO and LUMO (alpha / beta)   6.4 / 6.2 eV
Net charge   +1

These are the natural (NBO) partial charges, in e, on atoms 1 to 2: number 1, W, carries 1.078; number 2, C, carries -0.260


Entry from the OMol25 dataset: an isolated ion of composition C24H30F17N4O5S and charge +1 at a distorted geometry (ωB97M-V/def2-TZVPD).

Atoms and positions in Å:
C (-1.6610, -2.3747, 3.6206)
O (-1.9611, -1.4774, 4.7141)
C (-1.0826, -0.3352, 4.7520)
C (0.3168, -0.6103, 5.4955)
C (1.3901, -1.3870, 4.5807)
C (2.6949, -0.4454, 4.3195)
C (2.4284, 0.5007, 3.0509)
C (3.7630, 1.2906, 2.6334)
C (3.4437, 2.7009, 1.9277)
C (2.5526, 2.4218, 0.6109)
C (1.0382, 2.9715, 0.7848)
C (-0.0728, 1.8004, 0.6472)
N (-1.0718, 2.0442, -0.4321)
N (-0.7262, 2.6624, -1.6056)
C (-1.8604, 2.8069, -2.4420)
C (-1.7105, 3.4561, -3.8798)
C (-1.7295, 2.4078, -5.0912)
C (-0.6717, 1.2216, -4.9600)
F (-0.0826, 1.0658, -6.2570)
F (0.3685, 1.5018, -4.0525)
C (-1.4784, -0.1256, -4.6627)
F (-2.3231, -0.3265, -5.8017)
F (-2.3918, -0.0066, -3.5633)
C (-0.5957, -1.4511, -4.5392)
F (-1.5267, -2.5358, -4.4541)
F (0.1795, -1.7306, -5.6932)
C (0.4086, -1.4909, -3.2945)
F (1.6831, -1.0321, -3.7586)
F (0.0196, -0.6620, -2.2097)
C (0.6970, -2.9977, -2.7640)
F (0.8937, -3.9008, -3.8472)
F (-0.4016, -3.3778, -1.9445)
C (2.0518, -3.0943, -1.8848)
F (3.0889, -3.3808, -2.8283)
F (2.3076, -1.9518, -1.1112)
C (2.0260, -4.3909, -0.9073)
F (1.3200, -3.9909, 0.2544)
F (1.4366, -5.5116, -1.5500)
C (3.4918, -4.8599, -0.4493)
F (3.3436, -5.6600, 0.7163)
F (4.0052, -5.7390, -1.4309)
F (4.3621, -3.8034, -0.1507)
N (-3.0011, 2.2396, -1.7493)
O (-4.2575, 2.1863, -2.2220)
N (-4.8909, 3.4503, -2.0718)
O (-5.2164, 3.5367, -0.9398)
C (-2.4786, 1.7657, -0.4741)
S (-3.4095, 0.9779, 0.9212)
C (-4.8899, 0.0056, 0.3985)
O (-2.5308, 0.0896, 1.7866)
O (-3.9171, 2.0655, 1.8543)
H (-1.0016, -1.8830, 2.8190)
H (-1.2428, -3.3754, 3.9826)
H (-2.6614, -2.6036, 3.0950)
H (-1.6216, 0.4834, 5.3490)
H (-0.8212, 0.0801, 3.7053)
H (0.7672, 0.4199, 5.7314)
H (0.1006, -1.1224, 6.4932)
H (1.0088, -1.6695, 3.5460)
H (1.6970, -2.3511, 5.1117)
H (3.5616, -1.1757, 4.1204)
H (2.9045, 0.1361, 5.2852)
H (2.1281, -0.1404, 2.1492)
H (1.5456, 1.2258, 3.2223)
H (4.3263, 0.6215, 1.8842)
H (4.4569, 1.4417, 3.5383)
H (4.4451, 3.1349, 1.5794)
H (2.9793, 3.4500, 2.6489)
H (3.0905, 2.9642, -0.2509)
H (2.5830, 1.3114, 0.3427)
H (0.8979, 3.4364, 1.8299)
H (0.9053, 3.8151, 0.0322)
H (0.4956, 0.8140, 0.4710)
H (-0.6105, 1.7151, 1.6584)
H (-2.6104, 4.1599, -4.0396)
H (-0.7771, 4.1090, -3.9984)
H (-2.8048, 2.0708, -5.2678)
H (-1.4363, 2.9987, -6.0370)
H (-5.0853, -0.8376, 1.1565)
H (-5.7952, 0.7177, 0.4318)
H (-4.7966, -0.4664, -0.6358)

Cartesian forces (eV/Å) of the 6 atoms listed first:
C -0.935 -0.429 -0.849
O 1.295 0.481 -1.213
C 0.943 0.745 0.882
C -0.389 0.326 -0.677
C 0.654 0.421 0.539
C -0.998 -1.088 -0.165

SMILES   COCCCCCCCCCCn1nc(CCC(F)(F)C(F)(F)C(F)(F)C(F)(F)C(F)(F)C(F)(F)C(F)(F)C(F)(F)F)[n+](ON=O)c1S(C)(=O)=O
Energy   -3622.89824 Eh
Gap between HOMO and LUMO   5.8 eV
Net charge   +1

These are the Löwdin partial charges, in e, on atoms 1 to 2: number 1, C, carries -0.131; number 2, O, carries -0.208


- Among the records above, which one has the lowest energy?
  C24H30Cl2F5N7OSe3SiY


- Which formula does entry 3 have?
  C24H30ClN4O4PS2W